Record 1
ORCA calculation (the ωB97M-V functional and the def2-TZVPD basis) on 2 unconnected molecules or ions with the total composition ClFN2O3.

Summary:
Lowest unoccupied orbital energy (spin up / spin down) in eV: -1.56 / -1.92
Calculated total energy in a.u.: -894.99644

Structure (XYZ):
```
7
Properties=species:S:1:pos:R:3:forces:R:3:nbo_charge:R:1
N -1.317401 -1.380544 0.296119 2.2 -2.2 -0.8 0.366
N 0.108710 1.226603 -0.218938 0.8 -0.8 2.5 0.824
O -0.547420 0.636303 -0.950007 -1.5 -0.1 -2.6 -0.274
O 1.131149 1.756922 -0.192778 0.7 1.3 -0.5 -0.222
O -0.445338 -2.026523 -0.043204 -3.8 1.2 1.0 -0.045
F -0.394397 0.991489 1.143489 -0.2 0.6 0.4 -0.318
Cl 1.464697 -1.204251 -0.034680 1.8 0.0 0.0 -0.331
```
Forces are in eV/Å.

---

Record 2
ORCA calculation (the ωB97M-V functional and the def2-TZVPD basis) on a molecular structure, ClH10LiO5.

Summary:
Lowest unoccupied orbital energy (spin up / spin down) in eV: 2.91 / 3.02
Charge: -1
Calculated total energy in a.u.: -850.01004
<S²>: 0.7501
Spin multiplicity: 2

Structure (XYZ):
```
17
Properties=species:S:1:pos:R:3:forces:R:3:nbo_charge:R:1
Li 1.808437 -0.211096 2.626971 -0.2 0.0 -0.4 0.007
Cl 0.459247 -0.292026 0.540441 0.3 0.3 0.3 -0.951
O 1.219267 1.996624 -1.788469 0.0 0.5 -0.5 -0.957
H 0.971637 1.568424 -0.968979 -0.2 -0.4 0.5 0.495
H 1.951367 1.476314 -2.119439 0.2 -0.1 0.0 0.453
O -0.896313 -3.022006 1.234311 -0.3 -0.8 0.2 -0.966
H -1.514883 -2.752596 1.913301 -0.1 0.1 0.1 0.457
H -0.573763 -2.200456 0.863861 0.3 0.5 -0.2 0.487
O -2.838023 -0.155956 -0.516709 -0.6 -0.2 -0.1 -0.957
H -2.729143 0.535424 -1.169689 0.1 0.2 -0.1 0.463
H -1.977993 -0.233616 -0.103729 0.5 0.0 0.2 0.487
O -1.270193 2.286944 1.803841 -0.5 0.4 0.1 -0.959
H -0.807513 1.460374 1.666261 0.3 -0.5 -0.2 0.488
H -0.722333 2.768354 2.423781 0.2 0.1 0.1 0.460
O 2.426267 -1.444866 -2.097879 0.3 -0.2 -0.3 -0.947
H 1.854637 -0.951586 -1.509539 -0.4 0.1 0.6 0.490
H 2.639297 -0.828256 -2.798329 0.0 0.1 -0.2 0.451
```
Forces are in eV/Å.

---

Record 3
ORCA calculation (the ωB97M-V functional and the def2-TZVPD basis) on 6 unconnected molecules or ions with the total composition ClH10O5.

Summary:
Lowest unoccupied orbital energy in eV: 3.65
Charge: -1
Calculated total energy in a.u.: -842.51528

Structure (XYZ):
```
16
Properties=species:S:1:pos:R:3:forces:R:3:nbo_charge:R:1
Cl -0.012665 -15.108939 15.647740 0.0 -0.3 0.0 -0.911
O 1.534992 -17.125748 13.549217 -0.1 0.0 -0.1 -0.977
H 1.003260 -16.549274 14.130128 0.2 0.1 0.0 0.500
H 0.908595 -17.791269 13.249280 0.0 0.0 0.1 0.458
O -2.692534 -16.255862 14.044665 0.0 0.1 -0.1 -0.971
H -2.064745 -15.744600 14.585864 0.0 -0.1 0.0 0.500
H -2.128258 -16.884051 13.585693 0.0 0.0 0.1 0.458
O -1.175635 -16.218864 18.476769 0.2 0.0 0.0 -0.973
H -0.703950 -15.940626 17.666097 -0.3 0.0 0.1 0.496
H -0.991417 -15.509726 19.099442 0.0 0.0 -0.1 0.455
O -0.336365 -18.617533 15.726194 0.1 0.0 -0.1 -0.964
H -0.220837 -17.657657 15.808717 -0.2 0.1 0.1 0.494
H 0.558085 -18.958183 15.822601 0.0 0.0 0.0 0.460
O -1.255489 -12.586871 17.180050 0.2 -0.1 0.0 -0.978
H -0.716107 -11.834444 16.922437 0.0 0.0 0.0 0.451
H -0.800337 -13.354577 16.767631 -0.3 0.2 0.0 0.503
```
Forces are in eV/Å.

---

Repeat the first record exactly.
ORCA calculation (the ωB97M-V functional and the def2-TZVPD basis) on 2 unconnected molecules or ions with the total composition ClFN2O3.

Summary:
Lowest unoccupied orbital energy (spin up / spin down) in eV: -1.56 / -1.92
Calculated total energy in a.u.: -894.99644

Structure (XYZ):
```
7
Properties=species:S:1:pos:R:3:forces:R:3:nbo_charge:R:1
N -1.317401 -1.380544 0.296119 2.2 -2.2 -0.8 0.366
N 0.108710 1.226603 -0.218938 0.8 -0.8 2.5 0.824
O -0.547420 0.636303 -0.950007 -1.5 -0.1 -2.6 -0.274
O 1.131149 1.756922 -0.192778 0.7 1.3 -0.5 -0.222
O -0.445338 -2.026523 -0.043204 -3.8 1.2 1.0 -0.045
F -0.394397 0.991489 1.143489 -0.2 0.6 0.4 -0.318
Cl 1.464697 -1.204251 -0.034680 1.8 0.0 0.0 -0.331
```
Forces are in eV/Å.

---

What did the second record say?
ORCA calculation (the ωB97M-V functional and the def2-TZVPD basis) on a molecular structure, ClH10LiO5.

Summary:
Lowest unoccupied orbital energy (spin up / spin down) in eV: 2.91 / 3.02
Charge: -1
Calculated total energy in a.u.: -850.01004
<S²>: 0.7501
Spin multiplicity: 2

Structure (XYZ):
```
17
Properties=species:S:1:pos:R:3:forces:R:3:nbo_charge:R:1
Li 1.808437 -0.211096 2.626971 -0.2 0.0 -0.4 0.007
Cl 0.459247 -0.292026 0.540441 0.3 0.3 0.3 -0.951
O 1.219267 1.996624 -1.788469 0.0 0.5 -0.5 -0.957
H 0.971637 1.568424 -0.968979 -0.2 -0.4 0.5 0.495
H 1.951367 1.476314 -2.119439 0.2 -0.1 0.0 0.453
O -0.896313 -3.022006 1.234311 -0.3 -0.8 0.2 -0.966
H -1.514883 -2.752596 1.913301 -0.1 0.1 0.1 0.457
H -0.573763 -2.200456 0.863861 0.3 0.5 -0.2 0.487
O -2.838023 -0.155956 -0.516709 -0.6 -0.2 -0.1 -0.957
H -2.729143 0.535424 -1.169689 0.1 0.2 -0.1 0.463
H -1.977993 -0.233616 -0.103729 0.5 0.0 0.2 0.487
O -1.270193 2.286944 1.803841 -0.5 0.4 0.1 -0.959
H -0.807513 1.460374 1.666261 0.3 -0.5 -0.2 0.488
H -0.722333 2.768354 2.423781 0.2 0.1 0.1 0.460
O 2.426267 -1.444866 -2.097879 0.3 -0.2 -0.3 -0.947
H 1.854637 -0.951586 -1.509539 -0.4 0.1 0.6 0.490
H 2.639297 -0.828256 -2.798329 0.0 0.1 -0.2 0.451
```
Forces are in eV/Å.

---

Repeat the second record exactly.
ORCA calculation (the ωB97M-V functional and the def2-TZVPD basis) on a molecular structure, ClH10LiO5.

Summary:
Lowest unoccupied orbital energy (spin up / spin down) in eV: 2.91 / 3.02
Charge: -1
Calculated total energy in a.u.: -850.01004
<S²>: 0.7501
Spin multiplicity: 2

Structure (XYZ):
```
17
Properties=species:S:1:pos:R:3:forces:R:3:nbo_charge:R:1
Li 1.808437 -0.211096 2.626971 -0.2 0.0 -0.4 0.007
Cl 0.459247 -0.292026 0.540441 0.3 0.3 0.3 -0.951
O 1.219267 1.996624 -1.788469 0.0 0.5 -0.5 -0.957
H 0.971637 1.568424 -0.968979 -0.2 -0.4 0.5 0.495
H 1.951367 1.476314 -2.119439 0.2 -0.1 0.0 0.453
O -0.896313 -3.022006 1.234311 -0.3 -0.8 0.2 -0.966
H -1.514883 -2.752596 1.913301 -0.1 0.1 0.1 0.457
H -0.573763 -2.200456 0.863861 0.3 0.5 -0.2 0.487
O -2.838023 -0.155956 -0.516709 -0.6 -0.2 -0.1 -0.957
H -2.729143 0.535424 -1.169689 0.1 0.2 -0.1 0.463
H -1.977993 -0.233616 -0.103729 0.5 0.0 0.2 0.487
O -1.270193 2.286944 1.803841 -0.5 0.4 0.1 -0.959
H -0.807513 1.460374 1.666261 0.3 -0.5 -0.2 0.488
H -0.722333 2.768354 2.423781 0.2 0.1 0.1 0.460
O 2.426267 -1.444866 -2.097879 0.3 -0.2 -0.3 -0.947
H 1.854637 -0.951586 -1.509539 -0.4 0.1 0.6 0.490
H 2.639297 -0.828256 -2.798329 0.0 0.1 -0.2 0.451
```
Forces are in eV/Å.